This record from OMol25 describes a cluster of 2 separate species, C3H11N2 in total in a non-equilibrium geometry. The level of theory is ωB97M-V/def2-TZVPD.

As for the LUMO energy: -2.98 eV. As for the charge: +1. The value obtained for the calculated total energy is -230.1190 a.u. The energy above the lowest of the compared OMol25 structures with the same formula, charge and spin is 1.726 eV. For the orbital gap, the calculation gives 11.3 eV.

Cartesian coordinates (Å):
C (1.8569, -2.3225, 0.4034)
N (1.7431, -1.0586, 0.5013)
H (2.4008, -2.8958, 1.1642)
H (1.2038, -2.9001, -0.2544)
H (0.2151, -0.0084, 0.1661)
H (2.6098, -0.6500, 0.8544)
C (-1.5830, 0.1591, -0.9378)
N (-0.3107, 0.6915, -0.4012)
C (-0.5979, 1.8602, 0.5296)
H (-2.3520, 0.1104, -0.1547)
H (-1.9662, 0.5363, -1.8768)
H (-1.3166, -0.8727, -1.1368)
H (0.3177, 1.0211, -1.1313)
H (-0.9667, 1.4879, 1.4904)
H (-1.5175, 2.3232, 0.1928)
H (0.2635, 2.5184, 0.5907)


This record from OMol25 describes a cluster of 2 separate species, C20H20BCl2IN2O7P2S in total in a non-equilibrium geometry. The level of theory is ωB97M-V/def2-TZVPD.

The SMILES is C#Cc1cc(P(O)I)c([C@H](Cl)CC)c2c1Sc1c(O)c(CP(=O)(O)O)c(B(O)O)c(Cl)c1N2.CC#N. As for the LUMO energy: -0.96 eV. As for the charge: 0. The value obtained for the calculated total energy is -3733.8466 a.u. For the orbital gap, the calculation gives 7.6 eV.

Cartesian coordinates (Å):
C (1.3840, -5.0678, -1.5120)
C (0.5061, -4.1164, -1.3933)
C (-0.5205, -2.9382, -1.1092)
C (-1.9348, -2.8545, -1.7768)
C (-2.9057, -1.6420, -1.4026)
P (-4.6177, -1.6889, -2.2682)
O (-4.3549, -1.4538, -3.9706)
I (-5.4748, -4.0177, -1.9842)
C (-2.4860, -0.4788, -0.3879)
C (-3.5415, 0.7031, -0.1436)
Cl (-2.7661, 2.3891, -0.0409)
C (-4.4428, 0.3435, 1.1707)
C (-6.0497, 0.4875, 0.8785)
C (-1.0535, -0.5720, 0.3103)
C (-0.1290, -1.8169, -0.0875)
S (1.5671, -1.8941, 0.7163)
C (2.0225, -0.0734, 0.7990)
C (3.4930, 0.4132, 0.5771)
O (4.5246, -0.5654, 0.3368)
C (3.8698, 1.9540, 0.6155)
C (5.3908, 2.4263, 0.3449)
P (5.4539, 2.8971, -1.5201)
O (6.7738, 2.4806, -2.1935)
O (5.0183, 4.5357, -1.7672)
O (4.2153, 1.9151, -2.2570)
C (2.6652, 2.9521, 0.9061)
B (3.0372, 4.5380, 0.9691)
O (2.4857, 5.4694, -0.0218)
O (3.9154, 5.0128, 2.0217)
C (1.1667, 2.4462, 1.1241)
Cl (-0.0861, 3.7568, 1.4036)
C (0.7833, 0.8999, 1.0755)
N (-0.6086, 0.4418, 1.2970)
H (2.1066, -5.9269, -1.7094)
H (-2.2730, -3.6570, -2.5293)
H (-3.3883, -1.2293, -4.0739)
H (-4.3063, 0.7830, -1.0172)
H (-4.1127, 0.9148, 2.1154)
H (-4.2829, -0.7987, 1.3414)
H (-6.6378, -0.4073, 1.3313)
H (-6.2855, 0.4503, -0.2616)
H (-6.4846, 1.4749, 1.2670)
H (4.5168, -0.6915, -0.6444)
H (5.7147, 3.3341, 0.9654)
H (6.1556, 1.5629, 0.4607)
H (4.5044, 4.5488, -2.6108)
H (3.6952, 2.5581, -2.7954)
H (1.6909, 5.8845, 0.4102)
H (4.4348, 4.2700, 2.4080)
H (-0.6513, 0.0432, 2.2644)
C (-1.7803, -5.5585, 2.0035)
C (-2.2310, -4.1320, 2.1475)
N (-2.5875, -3.0005, 2.2616)
H (-0.9068, -5.7373, 2.6334)
H (-2.5826, -6.2338, 2.3068)
H (-1.5173, -5.7616, 0.9634)


This record from OMol25 describes a cluster of 8 separate species, C28H79N7O8 in total in a non-equilibrium geometry. The level of theory is ωB97M-V/def2-TZVPD.

The SMILES is COC[C@H](C)N.COC[C@H](C)N.COC[C@H](C)N.COC[C@H](C)N.COC[C@H](C)N.COC[C@H](C)N.COC[C@H](C)N.O. As for the LUMO energy: 0.53 eV. As for the charge: 0. The value obtained for the calculated total energy is -2099.0916 a.u. The energy above the lowest of the compared OMol25 structures with the same formula, charge and spin is 5.252 eV. For the orbital gap, the calculation gives 9.6 eV.

Cartesian coordinates (Å):
C (-25.1969, -19.1313, -5.9857)
O (-25.5251, -18.2837, -4.8933)
C (-26.8586, -17.7683, -4.8694)
C (-27.2706, -16.7661, -6.0420)
C (-26.5570, -15.3893, -6.1502)
N (-28.7088, -16.4471, -5.8941)
H (-24.2331, -18.7217, -6.2878)
H (-25.7575, -19.0120, -6.9128)
H (-25.0486, -20.1703, -5.6917)
H (-27.5620, -18.5981, -4.8003)
H (-27.0648, -17.1740, -3.9792)
H (-27.1346, -17.3613, -6.9450)
H (-25.4813, -15.5441, -6.2342)
H (-26.7558, -14.9322, -5.1808)
H (-26.8807, -14.8660, -7.0499)
H (-28.8506, -15.6769, -5.2564)
H (-29.0627, -15.8900, -6.6586)
C (-19.2832, -5.2296, -10.5589)
O (-20.2007, -5.2616, -9.4240)
C (-21.1847, -4.2390, -9.4162)
C (-22.3233, -4.4337, -8.3513)
C (-23.0633, -5.6671, -8.7941)
N (-23.1889, -3.2395, -8.3147)
H (-18.9903, -4.2281, -10.8742)
H (-19.7343, -5.8458, -11.3366)
H (-18.3677, -5.7132, -10.2180)
H (-20.7110, -3.2649, -9.2946)
H (-21.6532, -4.1573, -10.3970)
H (-21.8282, -4.5909, -7.3930)
H (-22.4997, -6.5840, -8.6215)
H (-23.3095, -5.6632, -9.8559)
H (-24.0546, -5.7736, -8.3534)
H (-23.5690, -3.1341, -9.2445)
H (-24.0132, -3.4860, -7.7856)
C (-35.2072, -22.8742, -10.9954)
O (-33.8237, -22.7178, -11.2608)
C (-33.1004, -22.7229, -10.0840)
C (-32.7650, -21.2564, -9.5923)
C (-31.9302, -20.4988, -10.6266)
N (-32.0218, -21.4293, -8.3781)
H (-35.6070, -23.0340, -11.9968)
H (-35.6768, -22.0737, -10.4238)
H (-35.4859, -23.8001, -10.4923)
H (-33.4091, -23.4306, -9.3146)
H (-32.1761, -23.1694, -10.4508)
H (-33.7266, -20.7622, -9.4535)
H (-31.7496, -19.5229, -10.1758)
H (-32.5731, -20.2691, -11.4763)
H (-31.0161, -21.0123, -10.9248)
H (-31.5148, -20.5784, -8.1807)
H (-32.7254, -21.5438, -7.6626)
C (-44.4343, -13.5901, -11.3235)
O (-43.0762, -13.3088, -10.9757)
C (-42.9344, -11.8931, -10.8323)
C (-41.4349, -11.5628, -10.8193)
C (-40.6685, -11.6610, -9.5219)
N (-41.2782, -10.1851, -11.2246)
H (-45.2114, -13.3564, -10.5957)
H (-44.4605, -14.6681, -11.4823)
H (-44.6374, -13.0346, -12.2392)
H (-43.5088, -11.2425, -11.4917)
H (-43.5181, -11.5527, -9.9770)
H (-40.9857, -12.0576, -11.6805)
H (-40.7268, -12.6491, -9.0654)
H (-40.9260, -10.8280, -8.8677)
H (-39.5946, -11.7309, -9.6951)
H (-41.8727, -10.1263, -12.0390)
H (-41.8496, -9.6051, -10.6268)
C (-41.0813, -2.8680, -11.0648)
O (-41.0338, -3.5494, -9.8313)
C (-40.0893, -2.9001, -8.9431)
C (-38.8636, -3.8456, -8.6562)
C (-37.8931, -3.1887, -7.6256)
N (-38.0371, -4.2441, -9.8322)
H (-41.9073, -3.2045, -11.6913)
H (-40.2621, -3.1423, -11.7295)
H (-41.1522, -1.7810, -11.1053)
H (-39.6963, -1.9941, -9.4045)
H (-40.5550, -2.4993, -8.0428)
H (-39.1868, -4.8235, -8.2995)
H (-37.8753, -2.1161, -7.8187)
H (-36.8876, -3.6061, -7.5724)
H (-38.3348, -3.3930, -6.6503)
H (-38.0215, -3.5400, -10.5561)
H (-38.5358, -5.0576, -10.1631)
C (-28.3163, -8.8411, -17.6170)
O (-27.2966, -9.6403, -17.0752)
C (-27.1267, -9.4528, -15.6755)
C (-25.8825, -10.3677, -15.2802)
C (-26.0706, -11.8957, -15.4262)
N (-25.3440, -10.1110, -14.0263)
H (-29.3492, -9.1432, -17.4443)
H (-28.3431, -8.7876, -18.7054)
H (-28.1805, -7.7933, -17.3494)
H (-27.0077, -8.3709, -15.6166)
H (-27.9660, -9.6175, -14.9999)
H (-25.0576, -10.0651, -15.9253)
H (-26.7871, -12.3964, -14.7750)
H (-25.1015, -12.3947, -15.4351)
H (-26.5718, -12.0648, -16.3793)
H (-25.4262, -9.1153, -13.8782)
H (-24.3592, -10.3336, -14.0528)
C (-31.8221, -11.8585, -10.8147)
O (-31.7019, -11.5430, -9.4476)
C (-32.3149, -10.3705, -8.8605)
C (-31.7807, -9.1303, -9.4929)
C (-30.2155, -9.0147, -9.4840)
N (-32.2646, -8.0129, -8.6482)
H (-32.7670, -11.7207, -11.3404)
H (-31.5728, -12.9032, -11.0010)
H (-31.0806, -11.3221, -11.4068)
H (-33.3967, -10.4864, -8.9275)
H (-32.0281, -10.4074, -7.8096)
H (-32.0065, -8.9640, -10.5462)
H (-29.9824, -8.0683, -9.9719)
H (-29.8546, -9.8657, -10.0616)
H (-29.7870, -8.8973, -8.4887)
H (-31.8437, -7.1604, -8.9891)
H (-33.2549, -7.8508, -8.7625)
O (-31.7521, -7.3750, -3.4422)
H (-32.4632, -6.7381, -3.3721)
H (-31.6014, -7.4638, -4.3833)


Repeat the first record exactly.
This record from OMol25 describes a cluster of 2 separate species, C3H11N2 in total in a non-equilibrium geometry. The level of theory is ωB97M-V/def2-TZVPD.

As for the LUMO energy: -2.98 eV. As for the charge: +1. The value obtained for the calculated total energy is -230.1190 a.u. The energy above the lowest of the compared OMol25 structures with the same formula, charge and spin is 1.726 eV. For the orbital gap, the calculation gives 11.3 eV.

Cartesian coordinates (Å):
C (1.8569, -2.3225, 0.4034)
N (1.7431, -1.0586, 0.5013)
H (2.4008, -2.8958, 1.1642)
H (1.2038, -2.9001, -0.2544)
H (0.2151, -0.0084, 0.1661)
H (2.6098, -0.6500, 0.8544)
C (-1.5830, 0.1591, -0.9378)
N (-0.3107, 0.6915, -0.4012)
C (-0.5979, 1.8602, 0.5296)
H (-2.3520, 0.1104, -0.1547)
H (-1.9662, 0.5363, -1.8768)
H (-1.3166, -0.8727, -1.1368)
H (0.3177, 1.0211, -1.1313)
H (-0.9667, 1.4879, 1.4904)
H (-1.5175, 2.3232, 0.1928)
H (0.2635, 2.5184, 0.5907)